1.
This record from the OMol25 dataset describes the molecule C4H9N in a non-equilibrium geometry. The level of theory is ωB97M-V/def2-TZVPD.

Last column: natural (NBO) charge in e.
Atoms and positions in Å:
H 1.74881 1.30012 0.83210  0.21
C 1.30457 -0.64572 -0.35844  -0.20
N -1.17721 -0.65082 -0.50788  -0.62
C 1.99936 0.52918 -0.06117  -0.43
H 1.41724 -1.26334 -1.30225  0.23
C -0.02709 -0.89734 0.44289  -0.28
H 2.95035 0.78658 -0.68251  0.20
H -0.55059 1.65068 -0.22931  0.22
H -1.89417 0.82503 0.97535  0.17
H -2.30698 1.23920 -0.85234  0.21
H 0.06682 -2.02218 0.65376  0.20
H -1.85340 -1.28981 -0.18775  0.36
C -1.48629 0.76670 -0.14502  -0.46
H -0.19143 -0.32826 1.42258  0.19

Atomic forces in eV per Å
H 0.46 -2.29 -2.19
C -0.59 3.70 1.43
N 2.91 2.39 1.41
C 0.47 -0.96 -0.51
H 0.24 0.82 1.48
C 1.33 -2.26 -1.05
H -1.84 -0.33 1.21
H -2.38 -3.32 0.16
H 0.84 0.12 -2.26
H 1.50 -1.15 1.42
H -0.66 1.41 0.06
H -1.62 -0.30 0.25
C -1.43 2.89 -0.09
H 0.79 -0.73 -1.32

Properties
Relative energy (zero: lowest compared OMol25 entry of this formula, charge and spin)   2.887 eV
Net charge   0
Structure (SMILES)   C=CCNC
HOMO level   -0.3469 hartree


2.
This record from the OMol25 dataset describes a structure of composition C34H40ClIrN7O in a non-equilibrium geometry. The level of theory is ωB97M-V/def2-TZVPD.

Last column: Löwdin charge in e.
Atoms and positions in Å:
C 0.72402 1.86652 -1.40225  -0.18
H -0.57366 3.37675 4.93322  0.11
H -0.62313 3.97363 1.26769  0.14
H 6.19734 -0.37004 -2.50396  0.14
H -1.96053 1.31961 4.76666  0.13
H 6.80806 -2.44324 -1.24559  0.14
Cl -7.30946 1.58734 1.30786  0.93
H 0.29857 -4.89154 -2.81547  0.16
C -5.00149 0.68526 2.34403  -0.04
N 0.42041 2.78205 -0.54011  0.15
C -2.32708 2.29709 4.46021  -0.09
C 3.44704 -2.72955 -1.28908  -0.25
H 1.01116 -1.39213 -7.34261  0.14
H 2.20915 1.77963 2.03526  0.08
C -0.78145 2.93588 1.54683  0.00
H 2.09794 -3.18080 0.25806  0.15
C -1.34587 -3.04342 -1.43587  -0.25
H 0.40107 0.97665 3.80488  0.11
C 5.43836 -1.05336 -2.15051  0.01
H 1.27093 3.28958 5.39112  0.09
N 1.08081 -3.36692 -1.57163  -0.18
C 1.15378 -4.09360 -5.30484  0.04
H 2.82570 3.31639 4.61833  0.11
C 5.77302 -2.20972 -1.45913  0.03
C -2.60925 -3.59796 -1.32312  0.04
C -3.85241 0.85694 3.05899  0.02
C 1.02604 -1.98992 -6.44275  0.02
N -1.15492 -1.86923 -2.04642  -0.02
C 4.10244 -0.78447 -2.37648  -0.09
C -3.69414 -2.89908 -1.83734  0.02
C 4.76422 -3.06873 -1.04154  0.04
C -5.45623 3.09810 2.51786  -0.02
H 0.82453 -0.31257 -5.12265  0.13
C 1.07570 -3.41808 -4.09677  -0.23
C -3.48470 -1.68197 -2.47195  0.00
C -3.47876 2.14042 3.54262  -0.14
C -1.14521 3.20020 4.02753  -0.07
C 1.81708 2.91279 4.52695  -0.02
H 1.23198 -5.17328 -5.31401  0.15
H -0.03069 -3.18632 0.19484  0.15
H 1.25874 2.07804 -2.31412  0.13
C 2.18681 2.86965 2.07395  -0.04
H 1.20318 -3.88801 -7.44147  0.15
H 0.50143 5.29024 3.91350  0.10
H -0.83982 0.11666 0.76374  0.14
H 2.11273 5.30357 3.27614  0.11
C 0.93291 -1.38752 -5.20696  -0.08
C -4.30031 3.25659 3.22368  0.03
H -1.97601 -0.26665 -3.06664  0.12
H -4.03203 4.24016 3.58949  0.15
C 1.23532 3.35564 3.18302  -0.51
H 4.99721 -3.98068 -0.50794  0.14
H 0.77409 5.23585 2.15325  0.09
C -0.34502 0.84706 0.14780  -0.09
H -4.30316 -1.11681 -2.89483  0.13
H -1.52600 4.16126 3.67594  0.13
C -0.13376 -3.64559 -0.79139  -0.10
Ir 0.99229 -1.11443 -2.15389  1.44
H -2.74797 -4.54816 -0.82455  0.14
H -2.73419 2.79142 5.35364  0.16
H -0.25975 -4.71937 -0.62920  0.16
H 3.19403 3.22028 2.29971  0.10
N 3.13095 -1.59878 -1.93419  -0.05
H 2.04969 -4.76985 -2.82402  0.16
C -5.83842 1.80383 2.08812  -0.60
H -4.69187 -3.30918 -1.74691  0.14
H 3.80170 0.10299 -2.91626  0.12
H 1.91606 1.82775 4.61598  0.09
N 0.27229 0.62410 -1.02263  -0.10
H -6.09876 3.94397 2.31027  0.14
C 1.13472 -3.37659 -6.49003  0.03
H -3.23094 0.00474 3.30230  0.13
O -0.03718 1.23330 2.98555  -0.01
H -1.85508 2.75174 1.61505  0.13
H 1.91842 3.27209 1.09985  0.06
C -2.19068 -1.20205 -2.56736  -0.09
N -0.24828 2.14080 0.43900  -0.06
C 1.12953 -4.18264 -2.81351  -0.06
H -5.30428 -0.29568 2.00419  0.12
C -0.17258 2.63744 2.93670  -0.42
N 0.96357 -2.09124 -4.06723  -0.04
H 2.56845 -4.59108 -0.67107  0.16
C 2.29908 -3.53510 -0.75594  -0.09
C 1.12253 4.87133 3.12036  -0.02

Atomic forces in eV per Å
C 0.09 0.11 0.33
H -0.08 0.14 -0.04
H -0.04 -0.04 -0.02
H -0.01 0.02 -0.02
H 0.01 -0.02 0.00
H 0.00 -0.02 -0.03
Cl 0.37 0.05 0.17
H 0.03 -0.02 0.16
C 0.21 -0.23 0.11
N -0.18 0.39 -0.31
C 0.14 0.04 0.07
C 0.01 -0.20 0.03
H -0.03 0.04 0.02
H 0.05 -0.04 -0.06
C -0.15 -0.16 0.70
H -0.18 -0.01 -0.04
C -0.04 -0.28 0.08
H 0.08 0.07 0.04
C -0.08 -0.11 0.01
H 0.01 -0.04 0.00
N 0.23 2.42 -0.79
C -0.07 0.04 -0.03
H 0.02 -0.04 -0.01
C 0.03 0.01 -0.01
C 0.08 0.12 -0.02
C -0.17 -0.05 -0.15
C -0.05 -0.15 0.19
N 1.13 1.67 -0.54
C 0.39 0.01 0.00
C -0.04 0.00 -0.04
C -0.09 0.06 -0.05
C 0.10 0.37 0.13
H 0.06 0.01 0.09
C 0.04 -0.32 -0.26
C 0.11 -0.08 0.01
C 0.00 0.00 0.05
C -0.20 -0.40 -0.66
C 0.10 0.19 0.08
H 0.02 0.00 0.01
H 0.18 -0.03 -0.02
H 0.06 -0.01 0.02
C 0.17 0.25 0.31
H 0.01 -0.02 0.01
H -0.07 -0.04 -0.07
H 0.07 0.01 0.07
H 0.01 -0.03 -0.08
C -0.02 0.44 -0.22
C -0.15 0.07 -0.10
H 0.03 0.00 0.03
H 0.02 -0.01 0.01
C -0.40 -0.93 -0.80
H 0.00 -0.03 -0.02
H -0.04 0.01 0.01
C 0.04 0.20 0.15
H 0.01 -0.01 -0.03
H 0.05 0.08 0.12
C -0.54 0.20 0.43
Ir -2.12 -6.03 0.04
H 0.03 -0.02 -0.02
H 0.00 -0.08 0.02
H 0.13 0.00 -0.10
H 0.03 -0.03 -0.05
N -0.96 1.86 -0.58
H -0.02 -0.02 0.16
C -0.37 -0.06 -0.17
H 0.00 0.00 -0.03
H -0.05 0.00 0.05
H 0.04 -0.01 0.02
N 1.19 -0.40 -0.35
H -0.05 -0.04 -0.01
C 0.00 0.04 0.00
H 0.00 0.01 0.03
O -0.42 -0.40 -0.04
H -0.01 -0.05 -0.26
H 0.08 0.06 0.06
C -0.31 -0.03 -0.05
N -0.05 -0.44 -0.47
C 0.08 -0.34 -0.47
H -0.09 0.02 0.01
C 0.49 1.09 0.72
N 0.57 0.80 1.87
H -0.11 -0.01 -0.08
C 0.45 0.14 0.50
C 0.16 0.22 0.27

Properties
Relative energy (zero: lowest compared OMol25 entry of this formula, charge and spin)   2.358 eV
Net charge   +4
Spin multiplicity   2
⟨S²⟩   0.82
HOMO level (alpha / beta)   -0.6890 / -0.6940 hartree


3.
This record from the OMol25 dataset describes the molecule C4H5N3 in a non-equilibrium geometry. The level of theory is ωB97M-V/def2-TZVPD.

Last column: natural (NBO) charge in e.
Atoms and positions in Å:
N -0.14199 -2.01745 -0.72163  -0.25
H 1.78904 -1.34497 -0.88869  0.23
C 0.64132 1.36597 0.32270  0.12
C 0.77044 -1.07849 -0.55639  -0.01
H -2.02141 0.31487 0.58136  0.23
N 1.83835 1.81866 0.35310  -0.62
H -2.14706 -2.04494 -0.37044  0.41
C -1.18723 -0.22146 0.14104  -0.01
N -1.31682 -1.47472 -0.34692  -0.33
H -0.24321 1.85070 0.76285  0.13
H 1.85887 2.71950 0.79458  0.34
C 0.15971 0.11233 -0.07158  -0.24

Atomic forces in eV per Å
N -0.23 -0.18 -0.27
H -0.67 0.65 0.52
C 0.58 1.80 1.47
C -0.22 -0.36 -0.69
H 0.27 0.00 -0.25
N -0.78 -1.06 -0.54
H 0.15 0.03 0.05
C 0.80 -0.53 -0.98
N 0.21 0.09 0.65
H 0.48 1.01 0.06
H -0.02 0.57 0.15
C -0.58 -2.02 -0.17

Properties
Relative energy (zero: lowest compared OMol25 entry of this formula, charge and spin)   1.723 eV
Net charge   0
Structure (SMILES)   [H]/N=C/c1cn[nH]c1
HOMO level   -0.3390 hartree


Number 1: electronic energy -212.4451 Ha. Number 2: electronic energy -2341.2216 Ha. Number 3: electronic energy -319.6489 Ha.